Molecular formula: C4H8N2O3
Method: DFT, wB97M-V/def2-TZVPD

Cartesian coordinates (Å):
C  -0.581  0.067  -0.312
C  -2.021  -0.344  -0.090
C  0.452  -0.673  0.577
C  1.892  -0.532  0.075
H  -0.423  1.893  -1.113
H  -1.184  1.922  0.236
H  -0.297  -0.289  -1.348
H  0.225  -1.779  0.763
H  0.260  -0.130  1.542
H  1.825  1.490  0.228
H  3.355  0.868  -0.163
H  -3.052  -1.875  -0.064
N  -0.369  1.520  -0.186
N  2.451  0.691  0.205
O  -2.974  0.383  0.126
O  2.554  -1.495  -0.396
O  -2.113  -1.717  -0.080

Cartesian forces (eV/Å) of the 2 atoms listed first:
1.2 -0.4 -1.5
-0.5 -0.5 0.9

Values from the calculation:
SMILES string: NC(=O)C[C@H](N)C(=O)O
Gap between HOMO and LUMO: 10.27 eV
ΔE to the lowest compared entry with this formula, charge and spin: 11.5 kcal per mole

Partial charges, Löwdin, in e: atom 1 (C): -0.300, atom 2 (C): -0.445, atom 3 (C): -0.072, atom 4 (C): -0.511, atom 5 (H): 0.081, atom 6 (H): 0.071, atom 7 (H): 0.177, atom 8 (H): 0.144, atom 9 (H): 0.136, atom 10 (H): 0.080, atom 11 (H): 0.100, atom 12 (H): 0.111, atom 13 (N): 0.061, atom 14 (N): 0.160, atom 15 (O): 0.104, atom 16 (O): 0.003, atom 17 (O): 0.101

---

Molecular formula: C4H8N2O3
Method: DFT, wB97M-V/def2-TZVPD

Cartesian coordinates (Å):
C  -1.338  1.039  0.652
C  -0.440  -0.970  -0.172
C  2.016  -1.311  -0.640
N  0.960  -0.716  0.176
N  -0.060  1.259  1.091
C  0.646  0.613  -0.071
O  -2.273  0.725  1.533
O  -1.730  1.679  -0.431
O  0.842  1.316  -1.068
H  -3.148  0.894  1.151
H  -0.897  1.880  -0.955
H  0.138  0.770  1.958
H  -0.625  -1.145  -1.230
H  -0.955  -1.636  0.516
H  2.038  -2.379  -0.428
H  2.974  -0.863  -0.370
H  1.852  -1.155  -1.711

Cartesian forces (eV/Å) of the 2 atoms listed first:
0.5 -0.8 -0.6
-0.8 0.0 0.3

Values from the calculation:
Gap between HOMO and LUMO: 8.22 eV
ΔE to the lowest compared entry with this formula, charge and spin: 96.0 kcal per mole

Partial charges, Löwdin, in e: atom 1 (C): -0.522, atom 2 (C): -0.061, atom 3 (C): -0.066, atom 4 (N): -0.143, atom 5 (N): 0.157, atom 6 (C): -0.532, atom 7 (O): 0.159, atom 8 (O): 0.127, atom 9 (O): 0.050, atom 10 (H): 0.147, atom 11 (H): 0.131, atom 12 (H): 0.146, atom 13 (H): 0.083, atom 14 (H): 0.068, atom 15 (H): 0.085, atom 16 (H): 0.087, atom 17 (H): 0.085

---

Molecular formula: C4H8N2OS
Method: DFT, wB97M-V/def2-TZVPD

Cartesian coordinates (Å):
C  -2.972  0.158  0.212
C  -0.652  -0.235  0.094
C  0.216  -1.227  -0.682
C  1.442  -1.556  -0.285
H  -3.031  0.925  -0.630
H  -2.702  0.664  1.090
H  -3.850  -0.515  0.157
H  -0.329  -1.739  -1.436
H  1.920  -2.383  -0.730
H  1.492  -0.203  1.131
H  3.162  -0.726  0.831
H  1.433  0.895  -1.334
N  2.017  -1.044  0.859
N  -0.247  0.941  0.444
O  -1.921  -0.818  -0.030
S  1.043  1.719  -0.250

Cartesian forces (eV/Å) of the 2 atoms listed first:
-0.3 -1.0 -2.6
1.9 -1.8 -3.4

Values from the calculation:
SMILES string: COC(/C=C\N)=N/S
Gap between HOMO and LUMO: 8.97 eV
ΔE to the lowest compared entry with this formula, charge and spin: 72.1 kcal per mole

Partial charges, Löwdin, in e: atom 1 (C): -0.055, atom 2 (C): -0.424, atom 3 (C): -0.075, atom 4 (C): -0.260, atom 5 (H): 0.112, atom 6 (H): 0.057, atom 7 (H): 0.100, atom 8 (H): 0.093, atom 9 (H): 0.098, atom 10 (H): 0.003, atom 11 (H): 0.194, atom 12 (H): -0.080, atom 13 (N): 0.006, atom 14 (N): -0.378, atom 15 (O): -0.106, atom 16 (S): 0.716

---

Molecular formula: C4H8N2OS
Method: DFT, wB97M-V/def2-TZVPD

Cartesian coordinates (Å):
C  -1.105  1.365  -1.549
C  -1.134  -1.113  0.621
C  0.380  -1.284  0.667
C  0.985  -0.293  -0.302
N  -1.679  1.014  -2.440
N  -0.521  2.113  -0.096
O  1.093  1.779  1.584
S  0.778  1.439  0.202
H  -1.422  -0.056  0.922
H  -1.512  -1.157  -0.425
H  -1.687  -1.895  1.232
H  0.620  -2.251  0.175
H  0.886  -1.063  1.703
H  1.991  -0.419  -0.475
H  0.538  -0.307  -1.299
H  1.790  2.128  -0.521

Cartesian forces (eV/Å) of the 2 atoms listed first:
3.8 4.4 8.3
-1.4 0.5 0.7

Values from the calculation:
SMILES string: CCC[S@H](=O)=NC#N
Gap between HOMO and LUMO: 10.72 eV
ΔE to the lowest compared entry with this formula, charge and spin: 121.9 kcal per mole

Partial charges, Löwdin, in e: atom 1 (C): -0.262, atom 2 (C): -0.130, atom 3 (C): -0.273, atom 4 (C): -0.310, atom 5 (N): 0.107, atom 6 (N): -0.204, atom 7 (O): -0.368, atom 8 (S): 0.679, atom 9 (H): 0.078, atom 10 (H): 0.073, atom 11 (H): 0.095, atom 12 (H): 0.122, atom 13 (H): 0.151, atom 14 (H): 0.068, atom 15 (H): 0.085, atom 16 (H): 0.089

---

- Among the records above, which one has the lowest gap between HOMO and LUMO?
  number 2

---

- Number 2 is which compound?
  C4H8N2O3